C5H4O2 in the gas phase. Source: the Open Molecules 2025 dataset; level of theory: ωB97M-V with the def2-TZVPD basis set.

```
11
C5H4O2, DFT ωB97M-V with the def2-TZVPD basis set
O -1.775 -1.418 -1.958
C -1.501 -1.265 -0.817
C 1.336 0.894 -0.666
C 0.809 0.971 0.557
C -0.114 -0.026 1.124
C -0.879 -0.752 0.330
O -1.855 -1.790 0.411
H 1.147 0.044 -1.318
H 1.972 1.681 -1.058
H 1.046 1.819 1.196
H -0.185 -0.158 2.200
```

Summary:
structure (SMILES) = C=C/C=C1/OC1=O
orbital gap = 0.346 Eh
HOMO level = -0.3459 Eh

=====

C8H11BrFN in the gas phase in a non-equilibrium geometry. Source: the Open Molecules 2025 dataset; level of theory: ωB97M-V with the def2-TZVPD basis set.

```
22
C8H11BrFN, DFT ωB97M-V with the def2-TZVPD basis set
C 1.873 -2.670 -0.166
C 1.501 -1.872 0.851
C 1.321 -2.349 -1.497
C 0.395 -0.745 0.788
C 0.830 0.327 -0.047
C 0.077 2.661 0.382
C -1.380 1.111 -1.077
C 0.012 1.442 -0.590
N 0.889 -1.376 -2.082
F 0.745 1.824 -1.718
Br 2.638 0.721 0.246
H 2.715 -3.303 -0.036
H 1.714 -2.033 1.873
H 1.476 -3.331 -2.142
H -0.580 -1.163 0.348
H 0.157 -0.545 1.741
H -0.727 3.325 -0.063
H 1.023 3.092 0.527
H -0.097 2.423 1.378
H -1.243 0.733 -2.143
H -1.880 0.435 -0.434
H -1.980 1.973 -1.118
```

Summary:
orbital gap (alpha / beta) = 0.282 / 0.340 Eh
HOMO level (alpha / beta) = -0.2879 / -0.3345 Eh

=====

C5H6 in the gas phase in a non-equilibrium geometry. Source: the Open Molecules 2025 dataset; level of theory: ωB97M-V with the def2-TZVPD basis set.

```
11
C5H6, DFT ωB97M-V with the def2-TZVPD basis set
C -0.925 -1.080 -0.006
C -0.180 0.185 -0.093
C -0.706 1.461 -0.044
C 1.249 -0.048 -0.196
C 2.449 0.063 -0.027
H -1.989 -0.849 -0.527
H -1.019 -1.506 1.064
H -0.412 -1.962 -0.552
H -0.170 2.309 0.171
H -1.836 1.506 -0.030
H 3.539 -0.080 0.241
```

Summary:
structure (SMILES) = C#CC(=C)C
orbital gap = 0.359 Eh
HOMO level = -0.3292 Eh

=====

A molecular structure, C6H5AsO6S5SbW in a non-equilibrium geometry. Source: the Open Molecules 2025 dataset; level of theory: ωB97M-V with the def2-TZVPD basis set.

```
25
C6H5AsO6S5SbW, DFT ωB97M-V with the def2-TZVPD basis set
W -0.859 0.525 -1.878
S -2.864 2.296 -6.177
Sb -2.944 1.059 -4.316
S -2.261 2.376 -2.315
S -0.554 0.242 -4.156
S -4.483 -0.449 -3.760
O 0.825 -0.253 -1.448
As -1.083 -2.027 0.485
O -0.120 -3.009 -0.389
O -1.856 -0.804 -1.599
C 0.380 -1.000 1.435
C 1.283 -1.861 2.057
C 2.318 -1.378 2.846
C 2.479 -0.013 3.025
C 1.607 0.866 2.403
C 0.576 0.368 1.619
S -0.440 1.569 0.803
O -0.665 2.642 1.716
O -1.611 0.793 0.324
O 0.230 1.971 -0.475
H 0.855 -1.219 -1.578
H 1.186 -2.929 1.901
H 3.003 -2.072 3.318
H 3.284 0.370 3.640
H 1.715 1.936 2.519
```

Summary:
total charge = -1
orbital gap = 0.237 Eh
HOMO level = -0.2065 Eh